[1]
C2HCl2NS in the gas phase at a distorted geometry, computed with ωB97M-V/def2-TZVPD.

```
! wB97M-V def2-TZVPD RIJCOSX def2/J DEFGRID3
* xyz 0 1
Cl 0.481 -0.407 1.634
S -0.694 -0.034 -1.145
N -2.194 1.477 0.712
H 1.078 -1.641 -0.479
C -1.567 0.746 0.069
C 0.727 -0.522 -0.160
Cl 2.170 0.381 -0.630
*
```

Values from the calculation:
HOMO-LUMO gap = 10.15 eV
ΔE to the lowest compared entry with this formula, charge and spin = 46.37 kJ/mol
M = 142.0 g mol⁻¹
E_HOMO = -10.4 eV

---

[2]
C2HCl2OP in the gas phase at a distorted geometry, computed with ωB97M-V/def2-TZVPD.

```
! wB97M-V def2-TZVPD RIJCOSX def2/J DEFGRID3
* xyz 0 3
Cl -3.856 1.589 -0.498
O -2.535 -0.247 1.464
P -4.352 0.081 0.720
H 0.563 0.072 -0.133
Cl -4.383 -1.429 -0.589
C -1.473 -0.098 0.796
C -0.411 -0.014 0.236
*
```

Values from the calculation:
expectation value of S² = 2.017
HOMO-LUMO gap (alpha / beta) = 6.29 / 5.83 eV
M = 142.9 g mol⁻¹
E_HOMO (alpha / beta) = -5.7 / -9.7 eV

---

[3]
2 unconnected molecules or ions with the total composition C2HCl3OS at a distorted geometry, computed with ωB97M-V/def2-TZVPD.

```
! wB97M-V def2-TZVPD RIJCOSX def2/J DEFGRID3
* xyz 0 1
H -1.156 -0.573 0.285
Cl 2.019 1.152 0.285
C -1.713 0.232 0.019
S 1.768 -1.032 -1.631
Cl -1.012 1.688 0.723
C 1.620 -0.446 -0.143
Cl 1.075 -1.350 1.224
O -2.600 0.329 -0.764
*
```

Values from the calculation:
HOMO-LUMO gap = 8.66 eV
ΔE to the lowest compared entry with this formula, charge and spin = 36.32 kJ/mol
M = 179.5 g mol⁻¹
E_HOMO = -9.9 eV

---

[4]
C2HClF2 in the gas phase at a distorted geometry, computed with ωB97M-V/def2-TZVPD.

```
! wB97M-V def2-TZVPD RIJCOSX def2/J DEFGRID3
* xyz 0 1
C 0.996 -0.840 0.139
C -0.033 0.034 -0.118
F 0.529 1.220 0.058
H 0.804 -1.771 0.025
F 2.199 -0.203 -0.066
Cl -1.832 -0.150 -0.005
*
```

Values from the calculation:
HOMO-LUMO gap = 10.17 eV
ΔE to the lowest compared entry with this formula, charge and spin = 184.47 kJ/mol
M = 98.5 g mol⁻¹
E_HOMO = -9.8 eV

---

[5]
A gas-phase ion, C2HClF3O2S (charge -1) at a distorted geometry, computed with ωB97M-V/def2-TZVPD.

```
! wB97M-V def2-TZVPD RIJCOSX def2/J DEFGRID3
* xyz -1 1
H 0.257 -1.273 0.920
C 0.512 0.561 -0.216
O 1.121 -0.018 -1.195
F -2.469 0.357 -2.034
C 0.438 -0.256 1.096
F 1.569 -0.194 1.842
Cl 0.747 2.323 0.272
S -0.696 -0.126 -1.540
O -0.916 -1.426 -1.036
F -0.563 0.051 1.891
*
```

Values from the calculation:
HOMO-LUMO gap = 8.54 eV
ΔE to the lowest compared entry with this formula, charge and spin = 129.40 kJ/mol
M = 181.5 g mol⁻¹
E_HOMO = -5.0 eV

---

[6]
C2HClF4 in the gas phase, computed with ωB97M-V/def2-TZVPD.

```
! wB97M-V def2-TZVPD RIJCOSX def2/J DEFGRID3
* xyz 0 1
F 1.183 -0.695 1.097
H 1.264 0.971 0.005
Cl -1.555 -1.406 -0.002
F -1.077 0.842 1.090
C 0.803 -0.004 -0.004
C -0.726 0.140 -0.001
F 1.180 -0.692 -1.097
F -1.073 0.844 -1.089
*
```

Values from the calculation:
HOMO-LUMO gap = 13.03 eV
ΔE to the lowest compared entry with this formula, charge and spin = 18.32 kJ/mol
M = 136.5 g mol⁻¹
E_HOMO = -12.2 eV

---

[7]
A molecular structure, C2HClI2NOP at a distorted geometry, computed with ωB97M-V/def2-TZVPD.

```
! wB97M-V def2-TZVPD RIJCOSX def2/J DEFGRID3
* xyz 0 1
I -0.949 0.398 -2.513
C -0.385 -0.188 1.051
C -0.042 1.191 0.906
N 0.084 2.311 0.677
I 2.435 0.286 -1.032
P 0.288 -0.760 -0.873
O 0.425 -2.182 -0.935
H 0.302 -0.635 1.667
Cl -2.159 -0.422 1.051
*
```

Values from the calculation:
HOMO-LUMO gap = 8.80 eV
ΔE to the lowest compared entry with this formula, charge and spin = 32.97 kJ/mol
M = 375.3 g mol⁻¹
E_HOMO = -10.1 eV

---

[8]
C2HClN2O in the gas phase at a distorted geometry, computed with ωB97M-V/def2-TZVPD.

```
! wB97M-V def2-TZVPD RIJCOSX def2/J DEFGRID3
* xyz 0 1
Cl -1.242 1.949 0.501
C 0.205 -0.386 0.709
N 0.727 -1.227 -0.256
H 0.355 -0.483 1.748
C -0.419 0.591 0.017
O -0.121 0.409 -1.294
N 0.496 -0.853 -1.425
*
```

Values from the calculation:
HOMO-LUMO gap = 10.89 eV
ΔE to the lowest compared entry with this formula, charge and spin = 193.01 kJ/mol
M = 104.5 g mol⁻¹
E_HOMO = -10.3 eV

---

[9]
C2HClN2O2 in the gas phase at a distorted geometry, computed with ωB97M-V/def2-TZVPD.

```
! wB97M-V def2-TZVPD RIJCOSX def2/J DEFGRID3
* xyz 0 1
N -0.679 0.837 -0.080
O -1.948 -1.248 -0.109
N 0.704 1.079 -0.062
Cl 2.761 -0.585 -0.061
C 1.180 -0.105 0.071
C -0.945 -0.524 0.051
H -1.435 1.632 0.155
O 0.363 -1.086 0.035
*
```

Values from the calculation:
HOMO-LUMO gap = 10.36 eV
ΔE to the lowest compared entry with this formula, charge and spin = 77.41 kJ/mol
M = 120.5 g mol⁻¹
E_HOMO = -9.8 eV

---

[10]
2 unconnected molecules or ions with the total composition C2HClN3O at a distorted geometry, computed with ωB97M-V/def2-TZVPD.

```
! wB97M-V def2-TZVPD RIJCOSX def2/J DEFGRID3
* xyz 1 3
H -0.963 0.920 1.621
C -1.427 1.122 -0.458
N 0.709 -1.776 -1.572
Cl 2.255 -0.136 1.351
N -0.913 0.721 0.542
C 1.098 -0.881 0.586
N 1.039 -1.387 -0.575
O -1.799 1.416 -1.495
*
```

Values from the calculation:
expectation value of S² = 2.035
HOMO-LUMO gap (alpha / beta) = 9.61 / 7.05 eV
M = 118.5 g mol⁻¹
E_HOMO (alpha / beta) = -15.4 / -15.5 eV

---

Which of these has the highest M?
C2HClI2NOP

---

What is the M in the first record?
142.0 g mol⁻¹

---

Repeat the sixth record exactly.
C2HClF4 in the gas phase, computed with ωB97M-V/def2-TZVPD.

```
! wB97M-V def2-TZVPD RIJCOSX def2/J DEFGRID3
* xyz 0 1
F 1.183 -0.695 1.097
H 1.264 0.971 0.005
Cl -1.555 -1.406 -0.002
F -1.077 0.842 1.090
C 0.803 -0.004 -0.004
C -0.726 0.140 -0.001
F 1.180 -0.692 -1.097
F -1.073 0.844 -1.089
*
```

Values from the calculation:
HOMO-LUMO gap = 13.03 eV
ΔE to the lowest compared entry with this formula, charge and spin = 18.32 kJ/mol
M = 136.5 g mol⁻¹
E_HOMO = -12.2 eV